Entry 1:
Formula: C24H43MoN2P3SSe
Source: the OMol25 dataset
Level of theory: ωB97M-V/def2-TZVPD

Output
E_HOMO (alpha / beta) = -18.8 / -18.8 eV
spin multiplicity = 3
charge = +4
gap between HOMO and LUMO (alpha / beta) = 4.44 / 4.28 eV

Geometry (Å):
Mo -0.09 0.07 -0.41
P 1.29 0.11 1.93
P 0.94 1.35 -2.44
P 1.22 -1.79 -0.86
H -2.88 -0.69 -0.35
C -1.95 -1.24 -0.18
C -1.36 -1.14 1.14
H -1.78 -0.41 1.84
C 0.62 1.13 3.32
C 3.06 0.64 2.11
C 1.46 -1.44 2.91
C 0.36 0.92 -4.14
C 0.73 3.18 -2.54
C 2.77 1.20 -2.66
C 0.77 -3.33 0.02
C 3.04 -1.78 -0.56
C 1.17 -2.40 -2.58
H -1.96 -2.20 -0.71
H -0.94 -2.04 1.61
H -0.47 0.99 3.40
H 0.84 2.20 3.19
H 1.09 0.77 4.25
H 3.15 1.74 2.06
H 3.69 0.18 1.34
H 3.40 0.30 3.10
H 0.49 -1.92 3.06
H 1.85 -1.15 3.90
H 2.17 -2.15 2.46
H 0.81 1.58 -4.89
H -0.73 1.02 -4.18
H 0.61 -0.12 -4.38
H 1.02 3.55 -3.54
H 1.34 3.68 -1.78
H -0.32 3.44 -2.36
H 3.11 1.84 -3.50
H 3.06 0.17 -2.89
H 3.30 1.52 -1.76
H 1.36 -4.14 -0.41
H -0.30 -3.56 -0.11
H 0.98 -3.26 1.09
H 3.47 -2.68 -1.03
H 3.28 -1.82 0.51
H 3.52 -0.90 -1.00
H 1.57 -3.42 -2.59
H 1.77 -1.77 -3.24
H 0.13 -2.41 -2.94
C -3.67 -2.42 -3.75
C -4.33 -2.87 -2.59
C -5.45 -3.70 -2.68
C -5.93 -4.11 -3.94
C -5.27 -3.67 -5.10
C -4.15 -2.83 -5.01
Se -2.06 -1.34 -3.56
H -1.97 -0.42 -2.22
H -3.95 -2.56 -1.62
H -5.95 -4.03 -1.77
H -6.81 -4.76 -4.00
H -5.65 -4.00 -6.07
H -3.65 -2.51 -5.91
N 1.70 3.14 0.34
C 0.38 3.11 0.69
N -0.55 2.16 0.45
C -1.81 2.56 1.01
C -2.96 1.80 1.20
C -3.96 2.26 2.06
C -3.86 3.52 2.68
C -2.73 4.30 2.47
C -1.71 3.82 1.67
S -0.15 4.56 1.51
H 2.18 3.96 0.68
H 2.24 2.31 0.08
H -3.06 0.83 0.70
H -4.84 1.64 2.25
H -4.65 3.88 3.32
H -2.59 5.28 2.92


Entry 2:
Formula: C5H6NO
Source: the OMol25 dataset
Level of theory: ωB97M-V/def2-TZVPD

Output
ΔE to the lowest compared entry with this formula, charge and spin = 5.924 eV
E_HOMO (alpha / beta) = -12.4 / -12.4 eV
charge = +1
gap between HOMO and LUMO (alpha / beta) = 6.60 / 6.61 eV

Geometry (Å):
C -2.57 -0.29 -0.43
C 2.70 0.52 -0.21
C -1.65 0.18 0.44
C 1.00 -1.18 0.03
C -0.55 0.87 0.13
N 1.98 -0.52 -0.22
O 0.40 1.54 0.04
H -3.33 -0.87 0.00
H -2.71 0.30 -1.32
H 3.11 0.61 0.77
H 2.73 1.32 -0.96
H -1.70 -0.35 1.48
H 0.58 -2.14 0.25


Entry 3:
Formula: C10H11NO2
Source: the OMol25 dataset
Level of theory: ωB97M-V/def2-TZVPD

Output
ΔE to the lowest compared entry with this formula, charge and spin = 0.925 eV
E_HOMO = -9.6 eV
gap between HOMO and LUMO = 9.97 eV

Geometry (Å):
C -0.14 -1.77 1.24
C -0.63 -0.59 0.45
O -1.00 0.43 0.99
C -0.62 -0.71 -1.03
C -0.70 0.46 -1.78
C -0.69 0.42 -3.16
C -0.61 -0.81 -3.81
C -0.53 -1.98 -3.07
C -0.53 -1.93 -1.69
H -0.80 -2.62 1.10
H -0.12 -1.51 2.30
H 0.86 -2.04 0.92
H -0.76 1.40 -1.26
H -0.75 1.33 -3.73
H -0.61 -0.85 -4.89
H -0.47 -2.93 -3.58
H -0.47 -2.86 -1.14
C 0.65 2.88 3.65
N 1.79 2.25 3.11
C 2.23 1.49 2.32
O 2.84 0.78 1.63
H -0.14 3.00 2.90
H 0.26 2.28 4.48
H 0.95 3.85 4.04


Entry 4:
Formula: C19H45Br2CaF2KMgN2O14P2S
Source: the OMol25 dataset
Level of theory: ωB97M-V/def2-TZVPD

Output
E_HOMO = -11.0 eV
charge = +2
gap between HOMO and LUMO = 3.13 eV

Geometry (Å):
C 3.32 1.01 1.12
C 3.12 0.66 -0.31
Br 4.28 -0.77 -0.91
C 2.26 1.30 -1.08
Br 2.15 0.78 -2.99
N 1.44 2.33 -0.65
C 1.40 3.47 -1.52
O 2.68 3.96 -1.78
O 3.00 4.51 -0.49
C 0.05 1.92 -0.24
C 0.00 2.18 1.27
C 0.34 3.66 1.54
C 1.80 3.72 1.99
O 2.22 5.04 2.44
C -0.16 0.36 -0.49
O -0.68 0.01 -1.56
O 0.23 -0.41 0.38
P -1.38 2.74 -1.12
O -1.45 4.34 -0.91
O -1.38 2.48 -2.70
S -3.02 2.02 -0.37
H 4.31 0.73 1.45
H 2.61 0.50 1.77
H 3.26 2.08 1.20
H 0.97 3.25 -2.51
H 0.92 4.30 -1.02
H 2.67 5.45 -0.48
H 0.80 1.58 1.68
H -0.90 1.80 1.73
H -0.27 4.02 2.37
H 0.25 4.31 0.68
H 2.37 3.57 1.09
H 2.01 2.94 2.82
H 1.98 5.61 1.68
H -1.35 4.78 -1.76
H -2.18 1.97 -2.91
K 2.10 -1.87 -2.40
Mg 2.10 7.15 2.95
F 3.54 6.90 0.32
C -2.77 -2.21 0.33
O -4.02 -2.81 0.34
H -2.30 -2.08 1.31
H -1.99 -2.72 -0.23
H -2.72 -1.20 -0.08
N 1.24 4.23 -5.02
H 0.89 4.97 -5.63
H 0.45 3.75 -4.56
H 1.77 3.55 -5.57
H 1.85 4.64 -4.30
F 1.76 2.56 4.19
C -1.60 3.08 7.61
C -1.05 4.51 7.68
C -0.45 4.68 6.30
O -1.23 3.88 5.41
C -2.08 3.02 6.16
H -2.39 2.88 8.33
H -0.79 2.37 7.76
H -1.87 5.22 7.83
H -0.33 4.66 8.48
H 0.58 4.31 6.26
H -0.46 5.72 5.95
H -3.11 3.39 6.07
H -2.04 2.01 5.75
C -7.17 -3.77 -2.92
C -5.81 -3.69 -3.62
O -4.94 -2.75 -2.95
H -7.64 -2.79 -2.91
H -7.82 -4.47 -3.43
H -7.06 -4.09 -1.87
H -5.93 -3.35 -4.64
H -5.32 -4.67 -3.63
H -4.82 -3.07 -2.07
C 4.61 -7.69 -3.90
O 4.18 -7.92 -2.53
P 2.83 -7.15 -1.99
O 2.95 -7.32 -0.53
O 1.83 -8.22 -2.68
C 1.72 -9.52 -2.09
O 1.75 -5.91 -2.12
C 0.36 -6.20 -1.96
H 5.50 -8.28 -4.07
H 3.83 -8.00 -4.60
H 4.85 -6.64 -4.05
H 2.04 -9.52 -1.05
H 2.31 -10.24 -2.66
H 0.67 -9.81 -2.13
H 0.19 -6.84 -1.10
H -0.04 -6.67 -2.86
H -0.15 -5.25 -1.81
Ca -5.67 -2.91 -0.49


Entry 5:
Formula: C22H31CoN3P2
Source: the OMol25 dataset
Level of theory: ωB97M-V/def2-TZVPD

Output
E_HOMO (alpha / beta) = -8.0 / -10.2 eV
spin multiplicity = 5
charge = +1
gap between HOMO and LUMO (alpha / beta) = 5.48 / 5.47 eV

Geometry (Å):
C 3.85 1.59 -2.22
C 2.46 1.48 -2.05
C 1.82 0.34 -2.62
C 2.55 -0.85 -2.33
C 3.97 -0.83 -2.35
C 4.58 0.41 -2.45
C 1.75 -1.95 -2.04
C 0.50 -2.03 -2.72
C -0.12 -0.76 -3.03
C -1.54 -0.84 -3.04
C -2.12 -1.92 -3.72
C -1.34 -3.09 -3.89
C -0.08 -3.21 -3.27
H 4.32 2.60 -2.14
H 4.49 -1.79 -2.28
H 5.64 0.48 -2.77
H 2.10 -2.84 -1.45
H -3.15 -1.86 -4.08
H -1.70 -3.91 -4.55
H 0.51 -4.15 -3.24
N 0.58 0.36 -3.13
Co 0.17 -0.27 0.71
C 1.72 2.41 -1.09
H 0.86 2.92 -1.58
H 2.46 3.16 -0.70
C -2.38 0.10 -2.26
H -2.17 1.14 -2.49
H -3.46 -0.11 -2.41
P 1.12 1.59 0.46
P -2.20 -0.05 -0.41
C -3.38 -1.24 0.21
H -3.34 -1.29 1.31
H -4.39 -0.96 -0.10
H -3.14 -2.23 -0.19
C -2.59 1.54 0.33
H -3.68 1.69 0.34
H -2.22 1.59 1.36
H -2.15 2.35 -0.26
C 2.61 1.32 1.43
H 3.14 2.27 1.51
H 2.36 0.95 2.43
H 3.24 0.58 0.95
C 0.34 2.93 1.41
H -0.03 2.54 2.37
H 1.11 3.68 1.60
H -0.50 3.36 0.87
H 0.89 -0.87 -0.42
H -0.93 -0.94 -0.20
C -0.58 -1.54 5.43
N -1.11 -0.43 4.61
C -1.98 0.61 5.24
C -0.73 -0.41 3.37
N -0.18 -0.78 2.39
H -0.99 -1.50 6.44
H 0.52 -1.46 5.50
H -0.86 -2.49 4.96
H -1.50 1.59 5.23
H -2.94 0.67 4.72
H -2.20 0.37 6.29


Entry 6:
Formula: C6H12O
Source: the OMol25 dataset
Level of theory: ωB97M-V/def2-TZVPD

Output
ΔE to the lowest compared entry with this formula, charge and spin = 2.674 eV
E_HOMO = -8.7 eV
gap between HOMO and LUMO = 9.54 eV

Geometry (Å):
C 1.02 -0.61 2.20
C 1.31 -0.27 0.96
C 0.34 0.09 -0.05
C 0.64 1.46 -0.71
O 0.75 -1.48 -0.64
C -1.16 -0.11 0.17
C -1.85 -0.21 -1.19
H -0.01 -0.69 2.52
H 1.82 -0.78 2.89
H 2.33 -0.18 0.58
H 0.27 1.51 -1.73
H 0.13 2.29 -0.17
H 1.71 1.71 -0.69
H 1.64 -1.63 -1.01
H -1.28 -1.04 0.72
H -1.63 0.69 0.76
H -1.29 -0.94 -1.80
H -1.87 0.75 -1.72
H -2.88 -0.56 -1.08


Entry 7:
Formula: C35H33MoN7O3PS2
Source: the OMol25 dataset
Level of theory: ωB97M-V/def2-TZVPD

Output
E_HOMO (alpha / beta) = -8.8 / -8.4 eV
spin multiplicity = 3
charge = +1
gap between HOMO and LUMO (alpha / beta) = 3.39 / 2.97 eV

Geometry (Å):
Mo 0.55 0.05 0.04
N -1.69 0.43 2.82
P -0.02 0.36 2.48
C 0.62 1.98 3.02
C 0.71 2.31 4.37
C 0.87 3.64 4.76
C 1.00 4.60 3.76
C 1.09 4.22 2.43
C 0.92 2.91 2.04
C 0.67 -0.79 3.72
C 1.89 -0.47 4.33
C 2.47 -1.36 5.24
C 1.83 -2.58 5.52
C 0.57 -2.83 4.96
C -0.05 -1.94 4.07
C -2.60 0.94 1.94
C -3.99 0.76 2.17
C -4.89 1.46 1.37
C -4.39 2.27 0.32
C -3.02 2.34 0.12
N -2.16 1.62 0.88
H -2.09 -0.02 3.65
H 0.63 1.52 5.13
H 0.99 3.90 5.82
H 1.13 5.68 4.04
H 1.37 4.98 1.69
H 0.98 2.60 1.00
H 2.39 0.46 4.03
H 3.42 -1.09 5.72
H 2.25 -3.32 6.21
H -0.02 -3.72 5.20
H -1.02 -2.14 3.63
H -4.31 0.14 2.97
H -5.98 1.28 1.48
H -5.06 2.89 -0.31
H -2.54 2.94 -0.62
C 3.66 -5.69 0.14
C 2.32 -5.14 0.32
C 1.17 -5.68 -0.35
O 2.14 -4.16 1.22
C 2.64 -3.79 -2.62
O 2.61 -4.81 -3.23
O 2.73 -2.65 -2.25
H 3.99 -6.24 1.03
H 4.36 -4.85 -0.08
H 3.59 -6.34 -0.73
H 0.44 -6.07 0.40
H 1.44 -6.50 -1.03
H 0.60 -4.88 -0.90
H 2.16 -3.27 0.85
S -0.85 -1.82 -0.53
C -1.47 -1.13 -2.04
N -2.58 -1.65 -2.49
N -2.91 -1.34 -3.75
C -3.22 -0.11 -4.35
C -2.92 0.09 -5.72
C -2.86 1.37 -6.28
C -3.23 2.47 -5.52
C -3.76 2.26 -4.23
C -3.73 1.01 -3.63
N -0.85 -0.06 -2.50
N 0.24 0.27 -1.79
C 0.97 1.41 -2.25
C 0.29 2.60 -2.58
C 1.02 3.78 -2.92
C 2.39 3.69 -3.15
C 3.08 2.47 -2.96
C 2.34 1.34 -2.54
H -3.36 -2.11 -4.21
H -2.68 -0.79 -6.35
H -2.50 1.49 -7.30
H -3.09 3.50 -5.88
H -4.14 3.10 -3.65
H -4.06 0.84 -2.60
H -0.79 2.61 -2.43
H 0.48 4.74 -2.97
H 2.98 4.60 -3.34
H 4.15 2.35 -3.18
H 2.82 0.37 -2.54
S 2.85 -0.05 0.67
C 4.06 -1.26 0.24
N 4.95 -1.98 -0.03


Entry 8:
Formula: C20H19N6O2Pd
Source: the OMol25 dataset
Level of theory: ωB97M-V/def2-TZVPD

Output
ΔE to the lowest compared entry with this formula, charge and spin = 0.442 eV
E_HOMO = -11.6 eV
charge = +1
gap between HOMO and LUMO = 8.55 eV

Geometry (Å):
Pd -0.67 0.82 -0.34
C -1.51 0.98 2.86
N -2.36 0.62 1.73
C -2.97 -0.70 1.75
C -2.31 -1.61 0.76
N -1.40 -1.22 -0.09
C -1.05 -2.33 -0.84
C -0.13 -2.47 -1.87
C 0.01 -3.73 -2.43
C -0.75 -4.82 -1.97
C -1.66 -4.69 -0.95
C -1.80 -3.42 -0.39
N -2.59 -2.92 0.63
C -0.05 0.91 2.52
N 0.45 0.84 1.30
C 1.83 0.83 1.42
C 2.82 0.79 0.44
C 4.13 0.79 0.88
C 4.45 0.84 2.25
C 3.47 0.89 3.22
C 2.16 0.89 2.77
N 0.94 0.93 3.44
H -1.69 0.32 3.71
H -1.75 1.99 3.19
H -3.02 1.34 1.50
H -4.04 -0.62 1.52
H -2.89 -1.15 2.75
H 0.45 -1.63 -2.22
H 0.71 -3.88 -3.24
H -0.61 -5.78 -2.44
H -2.25 -5.53 -0.60
H -3.27 -3.44 1.16
H 2.57 0.78 -0.61
H 4.93 0.77 0.15
H 5.49 0.84 2.54
H 3.72 0.94 4.27
H 0.81 1.00 4.43
O -1.70 1.13 -2.10
C -0.81 1.94 -2.50
C -0.74 2.76 -3.74
C 0.47 3.66 -3.44
C 1.10 3.08 -2.16
O 2.13 3.40 -1.65
N 0.24 2.09 -1.68
H -1.67 3.29 -3.93
H -0.56 2.09 -4.59
H 0.16 4.68 -3.20
H 1.21 3.71 -4.23


Entry 9:
Formula: C38H36AuN11OP
Source: the OMol25 dataset
Level of theory: ωB97M-V/def2-TZVPD

Output
ΔE to the lowest compared entry with this formula, charge and spin = 1.289 eV
E_HOMO = -14.8 eV
charge = +3
gap between HOMO and LUMO = 3.74 eV

Geometry (Å):
Au -1.88 0.18 -1.35
N -3.31 -3.09 -2.07
C -4.25 -2.27 -1.60
N -5.46 -2.75 -1.39
C -6.38 -1.91 -0.91
N -7.60 -2.35 -0.69
N -6.11 -0.61 -0.62
C -4.90 -0.21 -0.85
N -3.91 -0.97 -1.34
C -4.57 1.21 -0.58
C -5.57 2.11 -0.25
C -5.25 3.44 -0.02
C -3.92 3.83 -0.12
C -2.97 2.88 -0.46
N -3.29 1.60 -0.68
H -3.58 -4.02 -2.34
H -2.41 -2.73 -2.33
H -7.85 -3.30 -0.91
H -8.30 -1.72 -0.34
H -6.59 1.75 -0.20
H -6.01 4.17 0.22
H -3.61 4.85 0.04
H -1.93 3.15 -0.57
N 0.30 -1.62 -0.20
P -0.31 -0.24 0.61
C 0.77 -0.06 2.06
C 0.91 -1.18 2.89
C 1.72 -1.09 4.01
C 2.34 0.12 4.33
C 2.16 1.23 3.53
C 1.37 1.15 2.39
C -1.85 -0.83 1.40
C -2.32 -2.14 1.29
C -3.46 -2.50 1.98
C -4.16 -1.56 2.73
C -3.72 -0.24 2.80
C -2.57 0.13 2.12
C 0.39 -1.73 -1.57
C 1.30 -2.58 -2.18
C 1.39 -2.61 -3.55
C 0.54 -1.80 -4.31
C -0.36 -1.00 -3.66
N -0.43 -0.96 -2.31
H 0.96 -2.17 0.33
H 0.40 -2.11 2.67
H 1.85 -1.95 4.64
H 2.96 0.18 5.21
H 2.62 2.17 3.79
H 1.23 2.02 1.77
H -1.78 -2.87 0.71
H -3.80 -3.52 1.95
H -5.05 -1.85 3.27
H -4.27 0.49 3.38
H -2.21 1.15 2.19
H 1.94 -3.22 -1.56
H 2.12 -3.25 -4.04
H 0.58 -1.80 -5.39
H -1.05 -0.37 -4.20
C 5.77 2.60 3.04
C 5.51 1.66 1.91
C 5.22 0.31 2.12
C 4.99 -0.55 1.06
C 5.04 -0.08 -0.26
N 4.76 -1.01 -1.29
C 4.34 -0.84 -2.58
O 4.36 -1.73 -3.39
N 3.80 0.43 -2.89
C 2.80 1.06 -2.21
C 2.33 2.32 -2.60
C 1.29 2.91 -1.90
C 0.70 2.21 -0.87
N 1.14 1.01 -0.50
C 2.18 0.46 -1.11
C 5.38 1.25 -0.48
C 5.60 2.10 0.59
H 5.70 2.11 4.01
H 5.08 3.44 3.01
H 6.76 3.04 2.95
H 5.19 -0.07 3.13
H 4.78 -1.60 1.24
H 4.99 -1.97 -1.09
H 3.89 0.66 -3.87
H 2.77 2.82 -3.46
H 0.95 3.90 -2.17
H -0.14 2.61 -0.31
H 2.54 -0.48 -0.71
H 5.54 1.61 -1.49
H 5.89 3.13 0.41


Number 1: total energy -4940.0874 Ha. Number 2: total energy -323.6523 Ha. Number 3: total energy -592.8903 Ha. Number 4: total energy -9819.2746 Ha. Number 5: total energy -3086.1532 Ha. Number 6: total energy -310.9610 Ha. Number 7: total energy -3168.0706 Ha. Number 8: total energy -1380.3319 Ha. Number 9: total energy -2623.4731 Ha.